Record 1
Density functional theory data (ωB97M-V with the def2-TZVPD basis set) for a 7-piece molecular cluster, C17H50ClN12O12P2 overall in a non-equilibrium geometry.

## Properties
Electronic energy = -92000.79127 eV
LUMO = 1.3799 eV
Charge = -1

Each line ends with the Löwdin charge.
Atoms and positions in Å:
C1 0.08 3.81 -1.84  -0.10
C2 1.19 2.80 -2.20  -0.26
C3 1.03 1.42 -1.54  -0.23
C4 0.40 0.35 -2.44  -0.23
C5 -0.38 -0.74 -1.68  -0.26
C6 -1.91 -0.60 -1.65  -0.30
P1 -2.64 1.09 -1.18  0.68
C7 -3.70 0.32 0.20  -0.26
C8 -4.60 1.21 1.06  -0.31
O1 -5.75 1.69 0.37  -0.09
O2 -3.35 2.76 -0.85  -0.29
C9 -4.22 3.17 -1.76  -0.71
Cl1 -3.77 4.83 -2.52  0.56
C10 -4.26 2.16 -2.92  -0.52
C11 -5.62 2.19 -3.65  -0.15
P2 -5.58 2.28 -5.45  0.41
O3 -6.44 1.29 -6.11  -0.29
O4 -4.05 2.27 -5.92  -0.13
O5 -5.98 3.77 -5.86  -0.14
O6 -4.01 0.92 -2.36  -0.27
H1 -0.64 3.94 -2.65  0.05
H2 -0.50 3.47 -0.98  0.06
H3 0.49 4.80 -1.62  0.06
H4 2.15 3.23 -1.92  0.08
H5 1.23 2.67 -3.29  0.09
H6 0.46 1.52 -0.61  0.07
H7 2.03 1.06 -1.25  0.10
H8 1.22 -0.13 -2.98  0.09
H9 -0.24 0.83 -3.19  0.09
H10 -0.15 -1.69 -2.17  0.08
H11 0.02 -0.83 -0.67  0.10
H12 -2.28 -1.35 -0.94  0.06
H13 -2.33 -0.89 -2.62  0.07
H14 -1.63 1.38 -0.23  0.01
H15 -1.91 1.74 -2.25  0.03
H16 -2.96 -0.12 0.88  0.06
H17 -4.34 -0.48 -0.19  0.08
H18 -4.94 0.62 1.93  0.10
H19 -4.06 2.07 1.44  0.11
H20 -6.23 0.92 0.06  0.08
H21 -5.22 3.35 -1.35  0.09
H22 -3.47 2.47 -3.61  0.09
H23 -6.18 1.29 -3.42  0.10
H24 -6.18 3.06 -3.31  0.09
H25 -3.53 1.62 -5.43  0.08
H26 -5.29 4.40 -5.60  0.07
C12 2.95 -3.41 -2.42  -0.69
O7 2.30 -2.76 -1.62  0.02
N1 2.44 -4.50 -3.07  0.16
N2 4.25 -3.11 -2.71  0.16
H27 2.96 -5.06 -3.71  0.09
H28 1.48 -4.73 -2.87  0.10
H29 4.65 -2.32 -2.25  0.10
H30 4.81 -3.65 -3.35  0.09
C13 -1.76 8.54 -1.68  -0.68
O8 -0.84 7.76 -1.77  0.03
N3 -1.56 9.87 -1.38  0.13
N4 -3.07 8.20 -1.87  0.15
H31 -2.30 10.54 -1.29  0.08
H32 -0.62 10.16 -1.23  0.09
H33 -3.32 7.24 -2.08  0.00
H34 -3.81 8.87 -1.81  0.08
C14 4.10 -5.89 0.61  -0.68
O9 4.73 -5.98 -0.44  0.00
N5 3.19 -4.90 0.84  0.17
N6 4.27 -6.79 1.63  0.15
H35 2.68 -4.82 1.70  0.09
H36 3.04 -4.22 0.12  0.07
H37 4.91 -7.54 1.49  0.07
H38 3.77 -6.76 2.49  0.08
C15 -0.07 0.79 2.96  -0.67
O10 -0.41 1.40 1.97  0.03
N7 1.20 0.84 3.47  0.15
N8 -0.93 -0.02 3.66  0.15
H39 1.49 0.34 4.29  0.05
H40 1.85 1.42 2.98  0.10
H41 -1.87 -0.09 3.31  0.09
H42 -0.67 -0.52 4.48  0.08
C16 2.98 -0.26 7.14  -0.67
O11 1.98 -0.15 6.45  0.02
N9 2.91 -0.28 8.50  0.15
N10 4.23 -0.37 6.61  0.15
H43 3.72 -0.37 9.09  0.09
H44 2.01 -0.20 8.92  0.10
H45 4.31 -0.35 5.61  0.11
H46 5.06 -0.45 7.16  0.09
C17 5.93 -9.07 4.03  -0.68
O12 4.88 -9.11 3.40  0.02
N11 5.95 -8.99 5.39  0.15
N12 7.15 -9.11 3.42  0.15
H47 6.80 -8.95 5.93  0.09
H48 5.07 -8.96 5.87  0.10
H49 7.17 -9.18 2.42  0.10
H50 8.02 -9.08 3.92  0.09


Record 2
Density functional theory data (ωB97M-V with the def2-TZVPD basis set) for C17H50N12O13PZn2 as an isolated structure in a non-equilibrium geometry.

## Properties
Energy above the lowest of the compared OMol25 structures with the same formula, charge and spin = 165.0 kcal/mol
Electronic energy = -169063.51134 eV
LUMO = -2.1367 eV
Charge = +1

Each line ends with the Löwdin charge.
Atoms and positions in Å:
Zn1 2.30 0.43 0.08  0.58
Zn2 -2.70 -0.31 -0.16  0.59
P1 -0.12 -0.04 -0.04  0.17
O1 1.11 -0.97 -0.27  -0.35
O2 -1.18 -0.49 0.93  -0.35
O3 -1.20 0.24 -1.09  -0.35
O4 0.65 1.20 0.43  -0.35
C1 0.28 -4.04 1.59  -0.79
O5 0.33 -5.08 2.17  0.06
N1 1.05 -3.74 0.56  0.16
N2 -0.51 -3.01 1.92  0.17
H1 1.75 -4.42 0.28  0.12
H2 1.02 -2.86 0.06  0.05
H3 -1.09 -3.08 2.74  0.12
H4 -0.31 -2.12 1.50  0.04
C2 -0.23 3.79 -1.98  -0.81
O6 -0.35 4.89 -2.45  0.06
N3 -0.53 2.68 -2.60  0.17
N4 0.43 3.51 -0.89  0.17
H5 -0.71 1.99 -1.89  0.04
H6 -1.08 2.60 -3.44  0.10
H7 0.46 2.58 -0.50  0.03
H8 0.73 4.40 -0.52  0.12
C3 -3.70 0.64 -2.91  -0.79
O7 -3.84 0.30 -1.75  0.03
N5 -4.59 1.03 -3.64  0.23
N6 -2.54 0.66 -3.46  0.20
H9 -5.44 0.83 -3.13  0.15
H10 -4.49 1.04 -4.64  0.15
H11 -1.68 0.64 -2.94  0.07
H12 -2.45 0.95 -4.43  0.13
C4 -0.06 1.93 3.78  -0.85
O8 0.08 2.32 4.90  0.05
N7 -0.08 2.76 2.78  0.17
N8 -0.30 0.73 3.46  0.20
H13 -0.36 3.72 2.95  0.13
H14 0.15 2.32 1.90  0.05
H15 -0.44 -0.07 4.06  0.13
H16 -0.64 0.54 2.52  0.06
C5 2.58 0.06 -2.80  -0.66
O9 2.46 0.87 -1.91  0.02
N9 1.96 -1.12 -2.81  0.18
N10 3.57 -0.03 -3.67  0.19
H17 2.48 -1.76 -3.39  0.11
H18 1.26 -1.26 -2.10  0.07
H19 3.68 -0.93 -4.13  0.11
H20 4.31 0.65 -3.72  0.13
C6 4.45 -2.11 -0.52  0.00
O10 4.13 -0.69 -0.30  -0.25
C7 5.23 0.13 -0.28  -0.20
C8 4.90 1.65 -0.22  -0.12
N11 3.57 2.05 0.37  -0.06
C9 3.64 2.19 1.78  -0.17
C10 3.66 0.90 2.61  -0.15
O11 2.93 -0.17 1.99  -0.23
C11 2.99 -1.40 2.77  -0.03
H21 3.49 -2.50 -0.87  0.07
H22 4.48 -2.65 0.43  0.09
H23 5.19 -2.41 -1.26  0.11
H24 5.93 -0.13 -1.08  0.13
H25 5.69 -0.05 0.69  0.12
H26 5.02 2.03 -1.23  0.11
H27 5.77 2.20 0.15  0.13
H28 3.36 2.98 0.03  0.14
H29 2.68 2.58 2.13  0.12
H30 4.38 2.96 1.96  0.14
H31 3.19 1.18 3.55  0.13
H32 4.63 0.58 2.98  0.13
H33 2.44 -2.20 2.27  0.07
H34 2.65 -1.44 3.80  0.11
H35 3.98 -1.84 2.73  0.09
C12 -3.13 2.75 0.59  -0.03
O12 -3.61 1.40 0.51  -0.26
C13 -4.69 1.13 1.41  -0.15
C14 -5.20 -0.29 1.06  -0.14
N12 -4.09 -1.29 1.01  -0.07
C15 -4.57 -2.61 0.52  -0.12
C16 -3.47 -3.19 -0.37  -0.13
O13 -2.87 -2.15 -1.26  -0.24
C17 -2.03 -2.80 -2.15  -0.09
H36 -2.80 3.05 1.58  0.09
H37 -3.89 3.49 0.33  0.10
H38 -2.27 2.86 -0.06  0.09
H39 -5.52 1.81 1.23  0.13
H40 -4.36 1.28 2.43  0.13
H41 -5.78 -0.18 0.14  0.12
H42 -5.88 -0.62 1.85  0.13
H43 -3.94 -1.53 1.98  0.13
H44 -5.44 -2.41 -0.11  0.13
H45 -4.65 -3.20 1.43  0.14
H46 -4.03 -3.94 -0.93  0.13
H47 -2.64 -3.61 0.20  0.12
H48 -2.34 -3.81 -2.40  0.10
H49 -0.99 -2.77 -1.82  0.09
H50 -2.18 -2.17 -3.02  0.09


Record 3
Density functional theory data (ωB97M-V with the def2-TZVPD basis set) for a 8-piece molecular cluster, C17H50O12 overall in a non-equilibrium geometry.

## Properties
Energy above the lowest of the compared OMol25 structures with the same formula, charge and spin = 44.1 kcal/mol
Electronic energy = -43006.81337 eV
LUMO = 0.1107 eV
Charge = 0
SMILES = CC(C)O.CC(C)O.CC(C)O.OCCO.OCCO.OCCO.OCCO.O

Each line ends with the Löwdin charge.
Atoms and positions in Å:
O1 22.19 -12.58 6.75  -0.07
H1 23.01 -12.17 7.04  0.03
H2 21.53 -11.87 6.81  -0.01
C1 20.16 -6.63 4.16  -0.24
C2 21.59 -6.59 4.67  -0.25
O2 21.87 -7.80 5.34  -0.07
O3 19.94 -7.74 3.29  -0.06
H3 19.90 -5.72 3.63  0.12
H4 19.49 -6.71 5.02  0.11
H5 21.64 -5.71 5.33  0.12
H6 22.27 -6.38 3.84  0.13
H7 22.82 -7.90 5.42  0.10
H8 20.73 -8.30 3.30  0.08
C3 22.00 -14.83 9.31  -0.27
C4 22.67 -15.73 10.31  -0.23
O4 22.47 -15.23 11.65  -0.08
O5 20.60 -14.81 9.55  -0.06
H9 22.14 -15.22 8.29  0.12
H10 22.47 -13.84 9.30  0.11
H11 23.74 -15.90 10.17  0.12
H12 22.14 -16.68 10.27  0.12
H13 21.65 -15.62 11.98  0.07
H14 20.24 -14.20 8.89  0.07
C5 20.74 -8.41 12.32  -0.23
C6 21.90 -8.99 13.10  -0.25
O6 21.37 -9.72 14.20  -0.06
O7 21.27 -7.59 11.28  -0.08
H15 20.06 -7.87 12.98  0.12
H16 20.19 -9.26 11.90  0.12
H17 22.52 -8.16 13.46  0.12
H18 22.49 -9.66 12.48  0.12
H19 21.84 -9.56 15.02  0.09
H20 20.60 -6.92 11.12  0.09
C7 24.45 -7.99 10.16  -0.27
C8 23.60 -8.13 8.91  -0.25
O8 24.35 -8.76 7.89  -0.05
O9 25.37 -6.94 10.11  -0.04
H21 24.85 -8.98 10.43  0.13
H22 23.78 -7.85 11.01  0.10
H23 23.17 -7.14 8.67  0.13
H24 22.68 -8.65 9.19  0.09
H25 25.12 -8.21 7.73  0.08
H26 26.11 -7.15 9.53  0.08
C9 17.97 -11.52 5.78  -0.05
C10 16.72 -11.92 5.00  -0.51
C11 16.12 -10.77 4.19  -0.05
O10 16.95 -13.09 4.24  -0.03
H27 18.64 -10.97 5.11  0.09
H28 18.50 -12.42 6.09  0.08
H29 17.71 -10.92 6.65  0.04
H30 15.96 -12.15 5.76  0.12
H31 15.18 -11.19 3.81  0.08
H32 16.65 -10.65 3.24  0.08
H33 15.89 -9.92 4.82  0.07
H34 17.33 -12.83 3.39  0.09
C12 18.94 -8.84 7.77  -0.03
C13 20.11 -9.74 8.23  -0.45
C14 19.68 -10.99 8.95  -0.04
O11 20.92 -10.08 7.10  -0.07
H35 18.88 -8.78 6.69  0.07
H36 19.21 -7.83 8.11  0.07
H37 18.00 -9.10 8.27  0.06
H38 20.74 -9.17 8.91  0.10
H39 20.51 -11.53 9.42  0.08
H40 19.19 -11.71 8.29  0.06
H41 19.00 -10.70 9.74  0.08
H42 21.20 -9.27 6.65  0.06
C15 14.79 -10.22 7.82  -0.06
C16 14.28 -10.07 9.25  -0.49
C17 12.86 -9.50 9.32  -0.06
O12 14.19 -11.36 9.87  -0.05
H43 15.86 -10.39 7.84  0.05
H44 14.56 -9.32 7.24  0.08
H45 14.26 -11.04 7.33  0.09
H46 14.95 -9.39 9.79  0.13
H47 12.80 -8.60 8.71  0.08
H48 12.65 -9.27 10.36  0.08
H49 12.14 -10.25 9.01  0.08
H50 15.02 -11.82 9.73  0.08